# 1
A molecular structure, C35H46Br2N9NaO5PS at a distorted geometry, computed with ωB97M-V/def2-TZVPD.

The highest occupied orbital energy (spin up / spin down) comes out at -0.0985 / -0.1115 hartree. The calculation puts the frontier orbital gap (spin up / spin down) at 4.73 / 5.08 eV. The energy above the lowest of the compared OMol25 structures with the same formula, charge and spin comes out at 5.6911 eV. For the LUMO energy (spin up / spin down), the calculation gives 2.05 / 2.05 eV. As for the charge: -1.

Structure (XYZ):
```
100
Properties=species:S:1:pos:R:3:forces:R:3
Na 0.82021 0.07209 0.98439 -1.267 0.367 -1.536
S 1.06757 1.12165 8.29348 0.006 0.014 0.017
N 0.50000 -0.12458 7.42696 -0.097 -0.166 0.318
C 0.69297 0.17494 6.16220 -0.040 -0.119 -0.287
C 0.33593 -0.66349 5.03299 0.136 0.331 -0.019
C -0.25321 -1.89305 5.28018 -0.110 -0.266 -0.040
C -0.57515 -2.70206 4.22285 0.007 -0.061 0.007
C -0.29741 -2.21860 2.95411 0.033 -0.295 -0.178
N 0.23877 -1.04781 2.68759 0.151 0.414 1.353
C 0.59118 -0.23188 3.70708 -0.073 -0.012 0.495
C 1.25125 1.11029 3.50391 0.388 0.500 0.425
N 1.54536 1.59036 2.28198 1.059 -0.325 1.940
C 2.13546 2.75277 2.12699 0.119 0.134 -0.190
C 2.48913 3.57601 3.18428 -0.091 0.010 0.056
C 2.21210 3.13669 4.45640 0.150 0.231 -0.167
C 1.59462 1.90141 4.62054 -0.216 -0.262 0.147
C 1.30902 1.43114 5.96059 0.049 0.090 -0.335
N 1.57491 2.06869 7.07994 0.088 0.203 0.272
H -0.43993 -2.20411 6.29867 0.023 0.089 0.067
H -1.02414 -3.67500 4.36140 -0.037 0.001 -0.048
H -0.50719 -2.83894 2.08896 -0.021 -0.024 -0.013
H 2.32096 3.02503 1.09450 0.054 -0.004 -0.022
H 2.97004 4.52904 3.00725 -0.003 0.007 -0.025
H 2.46736 3.73050 5.32232 -0.031 -0.051 0.089
Br -0.07032 -1.89156 -0.57739 -1.544 -1.898 -2.055
C 1.39913 -3.12807 -0.65114 0.108 0.398 0.210
Br 2.42174 -1.95656 0.51009 2.316 -1.425 0.582
H 1.82134 -3.20983 -1.64691 -0.092 -0.056 -0.026
H 1.15115 -4.07679 -0.18991 -0.059 -0.041 -0.117
O -0.32845 1.76703 1.51910 -1.893 1.565 0.349
O -1.04955 2.73222 2.05714 0.190 -0.052 0.102
O 1.44375 1.20968 -0.70251 0.168 0.377 -1.535
P 2.02652 0.84082 -2.00955 0.324 0.398 0.105
N 0.96503 0.01508 -2.98161 0.309 -0.136 -0.381
C 1.22903 -0.76466 -4.19970 -0.103 -0.169 0.058
C -0.07866 -0.71531 -4.99698 -0.077 0.083 0.145
C -1.13940 -0.46509 -3.92465 0.091 -0.036 -0.113
C -0.42975 0.47002 -2.95717 -0.067 0.199 -0.179
N 2.41071 2.25991 -2.83265 -0.343 0.444 0.215
C 3.09963 2.30821 -4.11008 0.091 -0.006 0.062
C 3.22323 3.80211 -4.38971 0.102 0.069 0.101
C 3.50063 4.38136 -2.99850 -0.059 -0.183 -0.094
C 2.69041 3.48237 -2.05020 -0.050 0.101 -0.080
N 3.44092 -0.01455 -1.91897 -0.056 -0.375 -0.407
C 4.03715 -0.91079 -2.91671 -0.024 -0.150 0.138
C 5.51977 -0.99647 -2.53743 -0.019 0.107 0.183
C 5.53166 -0.65291 -1.04521 -0.017 -0.072 -0.185
C 4.44378 0.40194 -0.92383 0.172 0.351 0.146
H 1.47080 -1.80035 -3.93882 0.022 0.006 -0.003
H 2.05199 -0.37515 -4.79732 0.049 0.046 0.045
H -0.24733 -1.63272 -5.56030 0.027 0.000 -0.040
H -0.06161 0.11964 -5.70177 0.032 0.011 -0.003
H -1.39673 -1.39971 -3.42386 0.022 0.003 0.070
H -2.05148 -0.02359 -4.32570 -0.023 -0.005 0.013
H -0.84460 0.41781 -1.95864 0.088 0.004 0.130
H -0.50372 1.51114 -3.30366 -0.019 -0.008 0.029
H 2.53804 1.80278 -4.89958 -0.017 -0.096 0.068
H 4.10263 1.85390 -4.04919 -0.016 -0.014 -0.080
H 2.28143 4.19201 -4.78013 -0.043 -0.055 -0.005
H 4.01192 4.02534 -5.10911 -0.011 0.016 -0.024
H 3.21478 5.42863 -2.91433 0.025 0.026 0.024
H 4.56640 4.30256 -2.77546 0.015 0.002 0.014
H 1.75235 3.95355 -1.75240 -0.014 -0.028 0.043
H 3.25100 3.27084 -1.13843 -0.043 -0.053 0.032
H 3.93192 -0.55206 -3.94180 -0.053 0.018 -0.011
H 3.57533 -1.90353 -2.85888 -0.003 0.005 -0.030
H 6.09389 -0.24945 -3.09219 -0.022 0.005 -0.031
H 5.93910 -1.97855 -2.75663 0.006 -0.006 -0.048
H 6.49871 -0.28169 -0.70688 0.010 -0.002 0.026
H 5.27098 -1.53099 -0.45358 -0.061 0.023 0.034
H 4.85575 1.39266 -1.18326 0.018 -0.049 -0.047
H 4.00469 0.46340 0.08293 -0.181 0.001 -0.074
O 2.73233 0.12807 1.46950 2.926 -0.187 0.876
C -7.53165 -0.80534 0.02980 -0.033 -0.031 -0.013
C -6.27929 -1.65132 -0.17425 -0.117 -0.054 -0.078
N -5.72826 -2.17066 1.06432 -0.111 0.171 -0.022
C -6.41238 -3.30696 1.65626 -0.095 -0.170 0.069
C -5.99712 -4.63507 1.03525 -0.008 -0.021 -0.070
C -4.49369 -1.86573 1.56747 0.310 -0.043 0.060
O -4.00693 -2.54572 2.46125 0.021 -0.042 0.015
C -3.73435 -0.70822 1.00354 -0.145 0.034 0.170
C -4.28118 0.53104 0.71328 -0.103 -0.044 0.010
C -3.43544 1.50024 0.22704 0.026 0.026 -0.013
C -2.08609 1.21582 0.09481 0.635 0.068 -0.777
N -1.48425 0.05301 0.41883 -3.430 -0.090 -0.316
C -2.36245 -0.86840 0.85174 0.334 0.172 0.245
H -7.85440 -0.37067 -0.91743 0.000 -0.004 -0.013
H -7.34979 0.00375 0.73594 0.023 0.026 -0.005
H -8.35789 -1.40166 0.41855 -0.005 -0.010 0.013
H -5.51858 -1.07904 -0.69613 0.057 0.005 0.037
H -6.52068 -2.50096 -0.82270 -0.009 0.011 -0.012
H -7.48933 -3.15841 1.55109 0.002 0.034 -0.070
H -6.19269 -3.32142 2.72046 0.060 0.052 0.025
H -6.25047 -4.67698 -0.02608 -0.012 0.001 -0.005
H -6.50377 -5.46353 1.53274 -0.012 -0.007 -0.002
H -4.92263 -4.77933 1.13422 0.023 0.030 0.060
H -5.33121 0.74175 0.87000 -0.013 -0.035 -0.018
H -3.80188 2.47928 -0.04485 0.069 0.055 0.041
H -1.43386 1.96343 -0.33090 0.045 0.050 0.067
H -1.95762 -1.82267 1.13015 0.009 -0.147 0.040
```
Positions in Å, forces in eV/Å.

***

# 2
A single C35H46BrF3N2O5S molecule at a distorted geometry, computed with ωB97M-V/def2-TZVPD.

The highest occupied orbital energy comes out at -0.2975 hartree. The calculation puts the frontier orbital gap at 8.66 eV. For the LUMO energy, the calculation gives 0.56 eV. As for the charge: 0.

Structure (XYZ):
```
93
Properties=species:S:1:pos:R:3:forces:R:3
C -3.79237 0.73600 3.13724 0.091 0.080 0.454
C -3.30162 -0.01038 2.34442 0.194 -0.125 -0.402
N -2.70667 -0.78530 1.39271 -0.145 0.178 0.090
C -3.16561 -0.49413 0.06456 -0.280 -0.058 -0.189
C -4.08433 -1.29632 -0.56160 0.013 -0.598 0.541
C -4.49695 -1.00946 -1.83650 -0.436 -0.335 -0.460
Br -5.70955 -2.28779 -2.56410 0.150 0.151 -0.122
C -4.04942 0.09472 -2.54869 -0.067 0.212 -0.043
C -4.46802 0.42517 -3.97443 0.168 -0.185 0.668
C -5.96948 0.65454 -4.22775 -0.161 0.449 -0.036
O -6.68914 0.69084 -3.02051 0.213 -0.234 0.163
C -6.61978 -0.28908 -5.28292 -0.637 -0.096 0.609
F -5.90136 -1.36421 -5.61107 0.120 0.178 -0.251
F -6.88514 0.40368 -6.40768 0.305 -0.071 -0.197
F -7.81609 -0.73652 -4.84231 0.189 0.053 -0.061
C -3.12067 0.92083 -1.89449 0.031 0.727 -0.043
C -2.53170 2.17254 -2.52803 -0.223 -0.490 -0.372
C -1.31248 1.82186 -3.42179 -0.537 0.505 -0.580
C -1.50458 2.17068 -4.92366 -0.098 -0.224 0.304
C -1.19992 0.98437 -5.81307 0.829 -0.004 -0.280
N 0.21088 0.56763 -5.62404 -0.183 0.052 -0.436
C -2.69697 0.60915 -0.61152 0.723 0.175 0.533
S -1.48197 1.59355 0.24518 0.255 0.054 -0.158
C -0.54501 0.28096 1.01274 -0.738 0.356 -0.414
C 0.83546 0.33332 1.09815 0.298 0.227 -0.324
C 1.58192 1.51796 0.55563 -0.119 0.338 0.331
C 1.54207 2.69877 1.53447 0.003 -0.113 -0.349
C 2.07657 3.99295 0.91130 -0.153 0.016 0.479
C 1.42441 5.20116 1.57772 -0.024 -0.694 0.402
O 0.24716 5.59066 0.83889 0.241 0.330 0.065
C 0.06840 6.93559 0.84089 -0.053 0.618 -0.535
O 0.41317 7.64282 -0.05822 -0.033 -0.217 0.030
C 1.50430 -0.73801 1.68288 0.118 0.731 -0.178
O 2.87260 -0.64355 1.73087 -0.065 -0.219 0.251
C 3.47203 -0.80179 3.01818 0.637 -0.600 0.726
C 4.31866 -2.08672 3.11119 -0.062 -0.135 -0.077
C 4.14942 -2.80486 4.45455 -0.478 0.312 0.099
C 5.77943 -1.82746 2.70502 -0.101 0.233 -0.385
C 6.38532 -3.02093 1.97185 0.461 0.296 0.194
C 6.67633 -1.32459 3.83341 -0.211 -0.092 -0.296
C 0.77099 -1.82036 2.13066 0.584 -0.858 0.668
O 1.42605 -2.92223 2.67542 -0.099 0.208 -0.448
C 1.64441 -3.91440 1.66864 0.130 -0.614 -0.086
C 1.70845 -5.31172 2.26528 -0.058 -0.135 -0.479
C -0.61011 -1.86720 2.06750 -0.570 -0.174 -0.081
C -1.40038 -3.03159 2.59660 -0.077 0.333 0.043
C -1.27169 -0.79214 1.49500 0.425 -0.256 0.231
H -4.07297 1.43585 3.87928 -0.297 0.047 0.075
H -4.46999 -2.16711 -0.05507 -0.009 -0.065 0.079
H -4.02057 -0.30972 -4.64059 -0.271 -0.148 -0.143
H -3.98497 1.36310 -4.19270 0.088 0.037 -0.311
H -6.06559 1.65179 -4.66178 0.079 -0.069 -0.376
H -7.54441 1.10000 -3.18048 -0.056 -0.059 0.001
H -2.27263 2.89683 -1.76610 0.106 0.014 0.163
H -3.31544 2.65077 -3.11194 0.054 0.197 -0.081
H -0.42886 2.35546 -3.08533 0.117 -0.217 0.322
H -1.13697 0.75095 -3.36707 0.287 -0.043 0.195
H -2.51556 2.52209 -5.12587 -0.132 0.002 0.008
H -0.85529 2.99989 -5.20633 0.103 0.059 -0.041
H -1.37457 1.22945 -6.86572 -0.289 0.097 0.012
H -1.80905 0.11586 -5.56217 -0.214 0.060 0.084
H 0.81284 1.36870 -5.79589 -0.048 0.086 0.144
H 0.43063 -0.05586 -6.39538 0.118 -0.227 0.226
H 1.06849 1.84736 -0.34665 0.083 -0.048 -0.209
H 2.61441 1.28424 0.31129 0.008 -0.194 -0.032
H 2.09692 2.45741 2.44307 0.044 -0.030 0.053
H 0.50831 2.85598 1.84670 -0.129 0.019 -0.026
H 3.15374 4.05375 1.05767 0.121 -0.008 -0.128
H 1.87323 4.00780 -0.15633 0.006 0.127 -0.126
H 1.08755 4.86989 2.56240 0.038 0.231 0.203
H 2.11696 6.02807 1.72658 -0.067 0.193 -0.343
H -0.45052 7.37768 1.70510 -0.015 -0.414 0.239
H 4.14884 0.03230 3.22008 -0.202 0.361 -0.329
H 2.72918 -0.79903 3.81418 -0.319 0.034 -0.182
H 3.90949 -2.74661 2.35357 -0.111 -0.058 -0.141
H 4.83421 -2.46291 5.22757 0.163 -0.058 -0.032
H 4.19489 -3.88696 4.36367 0.331 -0.093 -0.031
H 3.14807 -2.59711 4.82903 -0.115 -0.086 0.044
H 5.74435 -1.02467 1.96106 -0.054 0.089 -0.019
H 6.01249 -3.07562 0.95231 -0.279 -0.246 -0.010
H 6.22116 -3.95686 2.50417 -0.071 -0.116 -0.040
H 7.46296 -2.87377 1.88178 0.098 -0.113 0.028
H 7.58143 -0.91039 3.39471 0.187 -0.035 0.109
H 6.94009 -2.13412 4.51147 0.094 0.027 0.122
H 6.19112 -0.52739 4.39524 -0.025 0.029 0.153
H 2.56552 -3.72296 1.11178 0.088 0.258 0.070
H 0.85193 -3.89734 0.92056 -0.278 0.266 0.123
H 1.36746 -6.00277 1.49318 0.019 -0.108 -0.025
H 1.03530 -5.44131 3.10786 0.069 0.145 0.189
H 2.71967 -5.62309 2.50920 0.068 0.117 0.370
H -0.86512 -3.97225 2.55856 0.073 -0.049 -0.034
H -2.32578 -3.08614 2.03469 -0.104 -0.235 -0.082
H -1.68999 -2.84026 3.63008 0.075 -0.061 0.130
```
Positions in Å, forces in eV/Å.

***

# 3
A molecular structure, C35H46Cl2FeGe2N3O2S3, computed with ωB97M-V/def2-TZVPD.

The highest occupied orbital energy (spin up / spin down) comes out at -0.4568 / -0.4606 hartree. The calculation puts the frontier orbital gap (spin up / spin down) at 7.88 / 4.91 eV. Its spin multiplicity is 6. The energy above the lowest of the compared OMol25 structures with the same formula, charge and spin comes out at 1.3531 eV. For the LUMO energy (spin up / spin down), the calculation gives -4.55 / -7.62 eV. As for the charge: +2.

Structure (XYZ):
```
94
Properties=species:S:1:pos:R:3:forces:R:3
Fe 0.09634 -1.03250 0.63476 0.215 -0.263 -0.844
Cl -0.61215 -2.82742 3.13904 -0.024 -0.077 0.183
C -2.26137 -2.41185 3.44909 -0.091 0.053 -0.072
C -2.79139 -2.73792 4.67443 0.085 -0.026 -0.011
C -4.12579 -2.44490 4.94330 -0.062 0.032 -0.041
C -4.92703 -1.83411 3.99077 -0.003 -0.025 0.067
C -4.39921 -1.51697 2.75511 0.007 0.012 -0.060
Cl -5.42226 -0.75898 1.60550 0.013 -0.011 0.023
C -3.04046 -1.79492 2.43257 0.076 -0.012 -0.054
S -2.45923 -1.42924 0.87484 0.210 0.078 0.162
H -2.17516 -3.23513 5.41033 -0.007 0.002 0.000
H -4.54475 -2.70628 5.90565 -0.001 0.001 0.000
H -5.96341 -1.60921 4.19798 0.003 0.000 0.005
C 0.80006 3.80049 0.03812 -0.023 -0.026 0.008
C 0.34577 2.49441 0.69112 -0.021 -0.084 0.027
Ge -0.86172 1.42663 -0.48778 0.235 -0.341 -0.014
C -2.69583 1.70812 0.16034 -0.008 0.032 -0.120
C -3.02208 3.20536 0.12576 0.017 -0.041 -0.014
C -0.57437 2.07546 -2.28732 -0.052 0.351 -0.032
C -0.05665 1.19062 -3.13897 0.073 -0.334 -0.098
Ge -0.03503 -0.60501 -2.36707 -0.347 0.243 0.361
C 1.52786 -1.68852 -2.85658 -0.028 -0.003 0.012
C 1.31107 -2.32104 -4.23739 0.024 -0.006 0.029
C -1.71086 -1.61706 -2.64049 0.044 0.000 -0.153
C -2.51674 -1.16566 -3.86409 0.014 -0.017 0.017
C 0.47756 1.49428 -4.47881 -0.038 0.177 -0.081
C 0.12884 0.73460 -5.59422 0.022 -0.003 -0.002
C 0.62595 1.05299 -6.84835 -0.009 -0.009 0.006
C 1.49340 2.12584 -7.00124 -0.003 -0.006 0.004
C 1.85323 2.88431 -5.89679 0.003 0.020 0.022
C 1.34617 2.57431 -4.64394 0.008 -0.017 -0.040
H 1.44758 4.37368 0.70598 -0.007 0.006 0.003
H -0.04867 4.43525 -0.21949 0.007 0.009 -0.010
H 1.35631 3.61777 -0.88190 0.005 0.007 -0.008
H -0.24273 2.69628 1.59040 0.012 -0.009 0.010
H 1.20465 1.89460 0.99144 0.001 0.023 0.006
H -2.77904 1.31014 1.17314 -0.003 0.029 0.018
H -3.39111 1.15336 -0.47185 -0.006 -0.028 0.032
H -2.34812 3.78322 0.76181 -0.002 0.004 0.007
H -4.03909 3.39012 0.47374 0.002 0.003 0.005
H -2.94830 3.60630 -0.88662 -0.004 0.010 0.001
H -0.72014 3.11411 -2.58542 0.005 -0.017 -0.004
H 1.68407 -2.45273 -2.09866 -0.007 -0.027 -0.024
H 2.40976 -1.04721 -2.86288 0.002 0.002 0.034
H 0.35754 -2.84920 -4.31043 0.004 0.006 0.004
H 2.09701 -3.05006 -4.44002 0.000 0.009 -0.008
H 1.34560 -1.57355 -5.02804 -0.018 -0.011 -0.008
H -2.32948 -1.52918 -1.74816 0.010 0.004 0.016
H -1.43130 -2.66840 -2.74129 -0.037 -0.017 0.059
H -2.63128 -0.08086 -3.89937 -0.004 -0.006 0.003
H -3.51525 -1.60335 -3.84737 0.003 -0.012 -0.008
H -2.04050 -1.48399 -4.79174 -0.006 0.015 0.003
H -0.55923 -0.09493 -5.48483 0.023 0.016 -0.015
H 0.33377 0.46485 -7.70823 0.001 0.003 -0.003
H 1.88658 2.37081 -7.97855 -0.001 -0.002 -0.002
H 2.52867 3.72184 -6.01181 -0.002 -0.003 -0.001
H 1.62877 3.16768 -3.78230 -0.003 0.000 0.007
C 3.15752 1.18972 -0.76532 -0.014 0.017 -0.023
C 3.30010 -0.12000 -0.06739 0.145 0.011 -0.007
N 2.39334 -1.05600 -0.05659 -0.041 0.075 0.176
C 2.85803 -2.19974 0.55397 -0.201 -0.007 0.095
C 4.10773 -2.11394 1.06824 0.112 0.021 -0.073
S 4.76103 -0.57185 0.72200 -0.104 -0.005 -0.054
C 1.95911 -3.35431 0.53655 -0.022 0.092 -0.002
C 2.29535 -4.64921 0.74468 0.048 0.007 -0.009
S 0.93870 -5.64580 0.49995 -0.074 0.004 -0.021
C -0.02465 -4.28709 0.12760 0.128 -0.051 -0.064
N 0.62590 -3.14307 0.19798 -0.079 -0.063 0.168
C -1.43331 -4.50192 -0.30481 -0.030 0.014 0.008
H 2.12545 1.32756 -1.08388 0.000 -0.002 -0.003
H 3.79141 1.20814 -1.65407 0.001 -0.005 0.004
H 3.45565 2.02488 -0.13126 -0.016 -0.003 0.005
H 4.67402 -2.86128 1.59907 -0.009 -0.005 -0.005
H 3.26488 -5.05325 0.98384 -0.002 0.001 0.003
H -1.47929 -4.58325 -1.39190 0.010 0.015 -0.002
H -2.07441 -3.67955 -0.00092 -0.008 0.005 -0.004
H -1.82716 -5.42694 0.11321 -0.003 0.005 0.005
O 1.09154 -0.31921 2.19901 -0.093 0.070 0.254
C 0.37121 0.27920 3.05551 0.010 0.026 -0.001
O -0.84047 0.48642 2.97045 -0.124 0.078 0.073
C 1.10600 0.79102 4.29084 0.063 -0.073 0.055
N 0.09283 1.56611 5.10175 0.010 -0.027 0.041
C 0.56524 2.99517 5.18101 0.051 0.061 0.006
C 2.07564 2.85917 5.08105 -0.009 -0.004 -0.019
C 2.24592 1.77883 4.01090 0.016 0.048 0.001
H 1.44179 -0.06358 4.87770 -0.003 0.014 0.006
H -0.02017 1.17198 6.03263 0.017 -0.007 0.004
H -0.79438 1.44376 4.57947 -0.030 0.032 -0.018
H 0.19487 3.45233 6.09428 -0.015 -0.008 -0.001
H 0.15311 3.52016 4.32052 -0.021 -0.023 -0.008
H 2.49441 2.54078 6.03770 -0.002 -0.012 -0.003
H 2.54683 3.80066 4.80850 -0.006 0.007 0.008
H 3.21232 1.28322 4.04728 0.000 0.002 0.003
H 2.12709 2.21362 3.01720 -0.009 -0.022 -0.001
```
Positions in Å, forces in eV/Å.